This record from the Open Molecules 2025 dataset describes a 25-piece molecular cluster, C25H100N18O25 overall. The level of theory is ωB97M-V with the def2-TZVPD basis set.

The geometry in XYZ format:
```
168
Properties=species:S:1:pos:R:3:forces:R:3:lowdin_charge:R:1
C 22.18887 -20.31052 16.25002 1.1414 -0.3394 -1.0626 -0.14
O 20.97123 -20.75466 16.83022 0.3324 0.2433 0.0750 -0.12
H 22.45782 -19.27175 16.44167 -0.7205 0.1856 0.1499 0.09
H 23.09066 -20.84349 16.55139 -0.2604 -0.4375 0.8696 0.05
H 22.25648 -20.48629 15.17641 -0.6882 0.3019 -0.1520 0.08
H 20.54142 -21.35285 16.21458 0.0222 -0.0337 -0.0783 0.09
C 23.02423 -12.64608 20.51504 0.1418 -0.1052 1.1590 -0.18
O 24.28358 -12.45837 19.93663 0.6050 0.3173 -0.4687 -0.11
H 23.01736 -12.18578 21.50305 0.1373 0.5665 -0.0665 0.07
H 22.25582 -12.17299 19.90364 -0.4184 -0.5400 0.0957 0.08
H 22.93024 -13.69362 20.80129 -0.8185 -0.2934 -0.6522 0.08
H 24.19363 -12.75940 19.02950 0.3434 0.0372 -0.0477 0.06
C 21.90765 -14.29200 15.35602 -0.1134 0.2880 -0.2515 -0.12
O 21.73374 -13.89628 16.74172 0.1898 -0.5783 -1.2075 -0.12
H 20.95437 -14.45544 14.85338 -0.2128 0.1915 0.4496 0.08
H 22.42764 -13.51270 14.79888 0.0039 0.1518 0.0152 0.08
H 22.46993 -15.21301 15.20214 0.1094 -0.1475 0.4992 0.07
H 22.63774 -13.89942 17.06479 -0.0679 0.0488 0.4415 0.06
C 23.95514 -22.98290 19.35840 0.7878 0.6191 -0.9718 -0.08
O 24.04170 -21.53653 19.28213 -0.3848 -1.4287 0.6022 -0.17
H 24.99390 -23.30168 19.44472 -0.2573 -0.5483 0.1841 0.07
H 23.34017 -23.31521 20.19476 0.1582 0.0652 -0.0362 0.09
H 23.57990 -23.32430 18.39365 -0.2255 -0.3786 0.1474 0.07
H 23.24538 -21.26026 19.74163 -0.6848 1.1075 0.4106 0.04
C 25.53941 -18.69166 19.29312 0.3987 0.4791 0.3212 -0.13
O 25.28034 -19.56190 18.25150 -0.3052 -0.3642 -1.5253 -0.17
H 26.24535 -19.23028 19.92530 0.0745 0.7604 0.7209 0.08
H 25.97229 -17.79969 18.84022 0.2809 0.0690 0.3553 0.09
H 24.61918 -18.40380 19.80146 0.0665 -0.0123 0.4468 0.08
H 24.90386 -20.35180 18.64635 -0.3895 -0.5361 -0.1240 0.00
C 22.29128 -24.32785 14.91346 -1.0445 0.7875 -1.4387 -0.20
O 23.47628 -25.02786 14.83873 0.6840 -1.3039 1.0890 -0.11
H 22.40176 -23.45517 15.55713 -0.3146 0.2556 0.1375 0.06
H 22.12661 -24.03633 13.87617 -0.6167 0.9263 -0.0418 0.09
H 21.37571 -24.86841 15.15348 0.4670 -0.6114 0.5791 0.08
H 24.09849 -24.30969 14.70214 0.7263 -0.0387 -0.3826 0.02
C 19.81533 -19.41159 24.59397 1.0612 -0.9361 -0.2981 -0.11
O 19.76232 -20.54345 23.68124 -0.9196 0.7974 -0.1151 -0.15
H 20.73809 -19.61170 25.13855 -0.1150 0.7072 0.5388 0.09
H 19.94004 -18.50265 24.00543 -0.0375 0.0149 -0.0227 0.06
H 18.95528 -19.28370 25.25128 -0.0461 -0.3022 -0.1082 0.06
H 19.84356 -21.33569 24.21729 0.1528 -0.1847 0.0049 0.07
C 24.53363 -19.74808 13.31058 0.9404 0.1214 -0.0984 -0.17
O 24.50610 -20.82016 12.39281 -0.3515 0.4615 -0.2460 -0.12
H 23.80786 -19.82130 14.12051 -0.1663 -0.1027 -0.0560 0.04
H 25.52596 -19.69638 13.75857 0.0312 0.1446 0.3405 0.08
H 24.40940 -18.79529 12.79596 -0.3005 -0.1066 -0.1859 0.08
H 25.00116 -21.52805 12.81162 -0.2153 -0.4274 0.0741 0.03
C 16.84723 -19.39138 22.69686 1.1551 -1.0957 0.2471 -0.13
O 16.78487 -20.83183 22.43857 -0.6723 1.3384 0.4735 -0.14
H 15.89750 -18.87779 22.54739 0.1903 -0.3022 -0.6323 0.09
H 17.16403 -19.12032 23.70396 -0.3409 -0.5275 0.5333 0.06
H 17.72846 -19.07174 22.14066 -0.5113 0.8088 -0.7151 0.05
H 17.69255 -21.12206 22.55475 0.2862 -0.2240 0.1668 0.02
C 17.20429 -18.64178 14.58009 -1.2903 -0.3427 0.8335 -0.18
O 17.31020 -17.37958 13.98175 0.8112 0.3172 -1.2863 -0.12
H 17.94319 -18.85254 15.35321 -0.0515 0.1438 0.0465 0.05
H 16.18893 -18.69822 14.97245 -0.0202 -0.2464 0.7816 0.08
H 17.18186 -19.48770 13.89305 0.5833 0.5206 -0.7141 0.08
H 17.12812 -16.65649 14.58638 -0.0645 -0.3791 0.2793 0.06
C 17.57611 -16.15215 21.23227 0.3037 -0.5266 -0.3740 -0.10
O 18.95827 -15.81048 21.02690 -0.1298 -0.1133 0.8014 -0.16
H 16.89427 -15.33142 21.00958 -0.0637 -0.0096 0.0959 0.08
H 17.31468 -16.99706 20.59518 -0.1400 0.0271 -0.1648 0.07
H 17.43495 -16.49351 22.25777 0.1687 0.3511 0.0609 0.07
H 19.11290 -15.45021 20.15061 -0.1558 -0.0577 -0.6950 0.05
C 18.39686 -16.36916 17.37371 -1.5799 -1.1209 -0.9117 -0.17
O 19.53052 -15.75772 17.89962 0.1067 0.1721 0.4540 -0.11
H 18.59292 -16.98749 16.49774 0.5410 -0.1779 -0.0754 0.06
H 17.91040 -17.05478 18.06754 0.3967 0.0778 0.4040 0.07
H 17.59260 -15.71812 17.03105 0.1494 0.7528 0.3365 0.08
H 19.72224 -15.01763 17.31902 0.4592 0.3349 0.1894 0.06
C 24.95065 -17.12799 15.62488 0.1146 -0.0924 0.7373 -0.17
O 25.74604 -18.19654 16.08940 0.2549 0.3211 -1.0306 -0.13
H 24.58972 -16.62510 16.52205 -0.2643 0.6559 -0.1209 0.07
H 25.55206 -16.44532 15.02456 -0.0234 -0.0672 0.0091 0.08
H 24.07843 -17.45391 15.05821 -0.0734 -0.1072 -0.2778 0.06
H 25.28280 -18.59043 16.83228 0.0843 -0.6480 0.3024 0.00
C 17.50629 -20.11480 18.76249 0.7495 0.0371 0.1221 -0.12
O 18.23702 -19.63371 17.63566 -0.7889 0.1915 -0.2187 -0.15
H 16.43222 -19.95471 18.66834 0.1361 -0.0171 -0.5066 0.09
H 17.71795 -21.17606 18.89294 -0.2666 -0.0702 0.2607 0.06
H 17.80919 -19.57001 19.65666 0.0884 -0.0958 0.2858 0.06
H 19.15071 -19.92500 17.67944 0.2236 -0.1548 0.1640 0.03
C 21.81910 -15.54370 27.40824 -0.3142 -0.6407 0.5357 -0.13
O 21.33413 -16.25378 26.26205 0.5871 0.6003 0.4788 -0.14
H 22.59050 -16.07414 27.96651 0.0789 -0.5126 -0.1984 0.08
H 22.29104 -14.59157 27.16568 -0.5615 0.3271 -0.1203 0.07
H 20.96921 -15.48526 28.08821 0.1011 0.6042 -0.0163 0.08
H 22.04574 -16.13596 25.62854 -0.1215 -0.4865 -0.8280 0.05
C 19.22282 -23.66998 17.99973 0.8598 -1.1651 0.2251 -0.11
O 19.07382 -25.14840 18.11074 -0.6714 2.1114 -0.3078 -0.13
H 20.07631 -23.44224 17.36116 0.0758 -0.0926 -0.1170 0.05
H 18.36594 -23.13701 17.58767 -0.3663 -0.8639 -0.0740 0.08
H 19.43258 -23.18331 18.95224 -0.0164 -0.2232 0.3066 0.06
H 19.77558 -25.50541 18.65999 0.1829 0.2570 -0.0173 0.06
C 17.97964 -12.45626 19.14305 0.5107 0.5474 -0.8512 -0.73
O 17.63104 -13.14348 18.21186 -0.1127 -0.4551 -0.6863 0.06
N 17.96504 -12.81502 20.40598 -0.5598 -1.5287 3.1921 0.17
N 18.53255 -11.22901 19.05086 0.8449 2.1240 -1.5978 0.14
H 17.65857 -13.74037 20.67037 -0.0535 0.4857 0.0096 0.07
H 18.25853 -12.15989 21.11646 -0.1368 -0.5116 -0.1091 0.11
H 18.83929 -10.91214 18.14224 -0.3507 -0.0343 0.1641 0.11
H 18.60995 -10.55779 19.80158 -0.0689 -0.4408 -0.1614 0.10
C 21.58829 -14.44205 23.42633 -1.3731 0.1137 -1.3950 -0.83
O 22.02761 -15.54166 23.40860 1.3411 -3.5160 0.1041 0.08
N 20.62647 -13.96318 22.68457 -3.7262 0.2531 -3.2655 0.17
N 21.94836 -13.48447 24.18565 3.7275 3.6206 4.8217 0.18
H 20.05216 -14.57775 22.12548 -0.0647 -0.0025 -0.2995 0.07
H 20.40731 -12.97908 22.74479 -0.2286 -0.5668 -0.3399 0.11
H 22.80589 -13.64442 24.69472 -0.1011 0.5020 0.1200 0.13
H 21.59561 -12.54463 24.07446 0.4448 -0.3674 0.3420 0.12
C 24.05023 -19.09061 23.27503 0.4940 0.1472 2.0095 -0.80
O 24.95721 -18.75627 24.00484 1.9099 -0.0543 0.5184 0.03
N 23.52709 -20.25392 23.06231 0.0554 -5.5899 -0.0398 0.19
N 23.24158 -18.26698 22.70817 -2.3166 5.5312 -2.3761 0.17
H 24.01292 -21.10383 23.31076 -0.1936 0.0910 0.0825 0.08
H 22.70066 -20.29500 22.48314 0.4299 -0.7878 -0.0053 0.06
H 22.39197 -18.60043 22.27564 0.5091 0.7955 0.2189 0.05
H 23.34182 -17.28442 22.91941 -0.3377 -0.1096 -0.1541 0.09
C 25.89489 -22.66485 15.14779 -2.0874 0.6298 1.1462 -0.77
O 25.10016 -22.80205 14.25573 -2.2893 -0.1188 -2.1516 0.04
N 27.11131 -22.98676 15.03440 6.5811 -1.9596 -1.5365 0.20
N 25.61374 -22.21467 16.34758 -1.2679 0.9118 2.4531 0.22
H 27.43862 -23.33432 14.14436 -0.1142 0.0227 0.2135 0.14
H 27.78658 -22.97888 15.78543 -0.2710 0.1168 -0.2588 0.13
H 24.67093 -21.91570 16.55207 0.4688 0.0095 0.2317 0.08
H 26.36370 -22.17512 17.02294 -0.7158 0.4021 0.1402 0.12
C 21.24870 -19.37168 20.39073 1.0105 -2.5557 -2.1771 -0.76
O 21.83343 -20.40225 20.70035 1.0995 -1.5364 0.5013 0.02
N 20.62387 -18.64239 21.19868 -3.4550 3.4608 5.1073 0.22
N 21.15847 -18.97969 19.15197 0.7496 0.3386 -3.5401 0.23
H 20.13069 -17.80501 20.92359 0.0801 0.0733 0.0306 0.11
H 20.37500 -19.01137 22.10533 0.1146 -0.1467 -0.0090 0.09
H 20.58346 -18.21175 18.83618 0.1987 -0.1413 -0.0594 0.12
H 21.61691 -19.59984 18.49979 -0.3226 0.4682 -0.1611 0.08
C 23.13293 -22.59074 25.75749 -1.8830 0.1120 3.8769 -0.76
O 22.73113 -22.25892 26.87666 -1.1062 0.2647 -0.1587 -0.01
N 24.34925 -22.29474 25.42237 4.2873 0.2441 -2.0736 0.16
N 22.44476 -23.31989 24.88814 -0.3933 -0.6622 -1.4347 0.18
H 24.77367 -22.90188 24.73582 0.3080 0.4015 -0.2764 0.07
H 24.99418 -21.83488 26.04903 -0.6387 -0.1027 0.1098 0.13
H 21.48894 -23.60953 25.03853 0.2627 -0.1016 0.0196 0.06
H 22.96610 -23.64725 24.08742 -0.5415 -0.0445 -0.0912 0.09
C 19.38128 -24.18729 23.25353 0.4590 1.0262 -0.6343 -0.80
O 19.91425 -24.33904 24.30098 1.1592 -0.9225 3.6084 0.06
N 19.97726 -24.46504 22.12297 2.0142 -1.5696 -2.4665 0.18
N 18.24070 -23.56899 23.07291 -2.8480 0.9992 -0.0776 0.18
H 20.82996 -24.98617 22.26935 -0.0225 0.2022 -0.7673 0.12
H 19.63055 -24.15575 21.22617 0.4063 -0.2816 0.2109 0.10
H 17.72148 -23.45984 23.93233 -0.5279 0.0531 -0.4462 0.13
H 17.81168 -23.88154 22.21363 -0.9503 0.5082 0.4549 0.12
C 26.44212 -22.99456 22.19211 -3.2528 1.2643 0.5596 -0.74
O 25.31630 -23.23181 22.64445 -0.3517 -0.9681 0.2676 -0.01
N 27.53619 -23.37700 22.76684 3.0454 -1.6195 1.5567 0.19
N 26.53653 -22.15120 21.17936 0.6291 0.1419 -1.1402 0.18
H 27.43460 -24.01367 23.54428 0.2624 0.1427 -0.1958 0.13
H 28.43774 -23.24874 22.32998 -0.1956 -0.1754 0.3046 0.12
H 27.45965 -21.83168 20.92271 -0.7473 0.4442 -0.5994 0.12
H 25.61477 -21.95813 20.81444 0.5465 0.9770 -0.5632 0.08
C 17.53756 -16.26245 25.32306 -4.6462 1.5257 -2.1956 -0.83
O 16.36849 -16.20748 24.99967 -1.6047 0.8848 -1.9029 0.02
N 17.84853 -17.01488 26.29156 2.9230 -3.2454 4.4129 0.18
N 18.56558 -15.60058 24.87114 3.9970 1.9077 -1.7555 0.19
H 18.75352 -16.68621 26.59659 -0.1172 -1.3467 1.6411 0.10
H 17.13202 -17.45443 26.85149 0.4264 0.2624 -0.0536 0.14
H 19.44935 -15.95202 25.21109 0.3871 0.3372 -0.1925 0.07
H 18.71291 -14.84680 24.21524 -1.0918 -0.3624 -0.0287 0.10
```
Forces are in eV/Å.

The value obtained for the molar mass is 1053.2 g mol⁻¹. Its HOMO-LUMO gap is 0.3020 Ha. Its calculated total energy is -105554.461 eV. Its total charge is 0.